# 1
Entry from the Open Molecules 2025 dataset: an isolated molecule of C4H6O2 (ωB97M-V/def2-TZVPD).

Calculated values
SMILES string: O=C[C@@H]1C[C@@H]1O
HOMO level, hartree: -0.354
Energy, hartree: -306.44119
2S+1: 1

```
12
Properties=species:S:1:pos:R:3:forces:R:3:lowdin_charge:R:1
O 1.90816 -0.43064 1.99259 -0.182 0.139 -0.265 0.05
C 1.12803 0.07322 1.22072 0.147 -0.054 0.107 -0.24
C 0.51529 -0.64070 0.07173 0.084 -0.082 0.209 -0.18
C 0.16142 0.15765 -1.16863 -0.003 0.151 -0.097 -0.05
C -0.91973 -0.26648 -0.22621 0.033 -0.153 -0.098 -0.32
O -1.44278 0.73703 0.60288 -0.179 0.196 -0.125 -0.03
H 0.78304 1.11882 1.33080 0.207 -0.058 0.094 0.13
H 0.87540 -1.65786 -0.07202 -0.336 0.155 0.094 0.15
H 0.34893 -0.30452 -2.13468 -0.269 -0.038 0.246 0.11
H 0.38953 1.22011 -1.13066 -0.019 -0.121 -0.009 0.11
H -1.67064 -1.02858 -0.42556 0.480 -0.153 -0.351 0.15
H -2.04040 1.25960 0.05389 0.036 0.017 0.195 0.11
```
Positions in Å, forces in eV/Å.

# 2
Entry from the Open Molecules 2025 dataset: an isolated molecule of C3H3NO2S at a distorted geometry (ωB97M-V/def2-TZVPD).

Calculated values
HOMO level, hartree: -0.338
Energy, hartree: -719.34461
2S+1: 1

```
10
Properties=species:S:1:pos:R:3:forces:R:3:lowdin_charge:R:1
C 0.04583 0.09459 0.07439 0.339 -3.639 1.465 -0.12
C -0.37725 1.32225 0.13533 -1.136 0.054 -1.974 -0.31
C -0.08225 -0.64477 -1.23551 0.780 1.675 3.009 -0.05
N -0.41100 0.21546 -2.12969 -0.715 -0.858 -2.007 -0.41
O -0.55920 -0.03493 -3.33735 -0.145 0.809 -0.070 -0.06
O 0.67001 2.70126 -1.62519 -5.008 -2.035 -0.077 -0.52
S -0.80271 1.89302 -1.44677 5.708 2.504 -1.229 1.14
H 0.37575 -0.40592 1.02010 0.047 0.313 -1.211 0.13
H -0.30165 2.14314 0.74845 0.288 1.088 2.061 0.06
H 0.25013 -1.63883 -1.49397 -0.159 0.089 0.033 0.14
```
Positions in Å, forces in eV/Å.

# 3
Entry from the Open Molecules 2025 dataset: a cluster of 2 separate species, C11H13N in total (ωB97M-V/def2-TZVPD).

Calculated values
HOMO level, hartree: -0.312
Energy, hartree: -481.50597
2S+1: 1

```
25
Properties=species:S:1:pos:R:3:forces:R:3:lowdin_charge:R:1
C -3.67989 0.24183 -1.03254 0.051 0.010 0.017 -0.08
C -4.09689 -0.42649 0.10699 0.098 0.058 -0.008 -0.07
C -2.37038 0.69248 -1.10001 -0.098 -0.035 0.023 -0.06
C -3.17857 -0.61104 1.13133 -0.377 -0.146 -0.027 -0.16
C -1.53689 0.44186 -0.02200 0.147 0.140 -0.262 -0.16
C 0.99102 -2.43964 0.05163 0.356 0.233 0.462 -0.18
C 1.85651 -1.26975 -0.09666 -0.439 -0.738 0.323 -0.32
C 2.65777 -0.39178 0.49819 0.124 0.279 -0.561 -0.04
C 1.22996 -1.76725 -1.28241 0.231 0.410 -0.241 0.14
C 2.69607 2.07912 0.27181 0.071 -0.094 -0.019 -0.10
C 3.30576 0.75605 -0.20159 -0.067 0.061 -0.018 -0.24
N -1.92568 -0.19601 1.06983 0.358 -0.061 0.366 0.05
H -4.36206 0.40692 -1.85427 -0.037 0.013 -0.047 0.10
H -5.10645 -0.79528 0.19978 -0.081 -0.035 0.037 0.10
H -2.00253 1.22061 -1.96635 0.045 0.013 -0.061 0.10
H -3.45638 -1.12108 2.04443 -0.114 -0.066 0.042 0.10
H 1.42347 -3.42343 0.20541 -0.031 -0.145 -0.137 0.09
H 0.02426 -2.31647 0.52573 -0.242 0.009 -0.051 0.08
H -0.50082 0.75684 -0.03163 0.055 0.067 -0.095 0.09
H 2.84452 -0.46484 1.56171 -0.029 -0.079 0.207 0.12
H 2.74557 2.15559 1.35778 -0.028 0.084 0.042 0.07
H 1.65192 2.14069 -0.03089 -0.045 0.048 0.029 0.06
H 3.23298 2.92116 -0.16016 -0.005 0.067 0.003 0.07
H 4.37411 0.75581 0.03455 -0.002 -0.032 -0.066 0.11
H 3.18264 0.65409 -1.28067 0.059 -0.061 0.043 0.11
```
Positions in Å, forces in eV/Å.

So what do the calculations give for ΔE to the lowest compared entry with this formula, charge and spin? Going down the list: 170.92 618.70 549.88 kJ/mol.
So what do the calculations give for E_LUMO? Going down the list: 0.753 -0.861 -0.877 eV.
So what do the calculations give for Kohn-Sham gap? Going down the list: 10.38 8.33 7.60 eV.